1.
78
Properties=species:S:1:pos:R:3:lowdin_charge:R:1 method="wB97M-V/def2-TZVPD" e_homo_ev=-9.6 smiles="CCCCNBCCCCOC=O.CCOS(C)(=O)=O.CCOS(C)(=O)=O.CCOS(C)(=O)=O" max_force_ev_per_a=1.61 multiplicity=1 e_lumo_ev=0.4299 homo_lumo_gap_ev=10.1
C -0.0577 -0.1642 -2.1528 -0.11
C 0.6640 1.1785 -2.2877 -0.25
C -0.1636 2.3172 -2.8976 -0.21
C -0.9052 2.0239 -4.2010 -0.22
N -2.0766 1.1456 -4.0357 0.06
B -3.3444 1.5115 -4.5319 -0.27
C -4.5212 0.4509 -4.5743 -0.15
C -4.5899 -0.4944 -3.3474 -0.22
C -5.9925 -0.6663 -2.7541 -0.17
C -6.7285 0.6458 -2.4714 -0.16
O -7.1235 0.6437 -1.0771 -0.03
C -7.9144 1.6447 -0.7033 -0.36
O -8.1730 2.6264 -1.3594 0.06
H 0.5143 -0.8553 -1.5301 0.07
H -1.0619 -0.0669 -1.7347 0.07
H -0.1668 -0.6482 -3.1294 0.05
H 0.9556 1.4904 -1.2809 0.08
H 1.5958 1.0129 -2.8372 0.11
H 0.5388 3.1337 -3.1194 0.11
H -0.8674 2.7231 -2.1603 0.11
H -0.2078 1.6217 -4.9465 0.12
H -1.2721 2.9725 -4.6068 0.10
H -1.8518 0.1780 -4.2321 0.11
H -3.5512 2.6400 -4.8818 0.08
H -4.4171 -0.1504 -5.4901 0.10
H -5.4601 0.9980 -4.7148 0.08
H -4.2179 -1.4801 -3.6377 0.09
H -3.9114 -0.1465 -2.5625 0.10
H -6.5937 -1.3151 -3.4006 0.11
H -5.9121 -1.1942 -1.7978 0.11
H -7.6364 0.7425 -3.0704 0.13
H -6.0997 1.5180 -2.6571 0.13
H -8.3104 1.4665 0.3041 0.14
C -1.8100 -5.4669 -1.6027 -0.07
C -1.0285 -5.9138 -2.8198 -0.24
O -1.5710 -5.3831 -4.0545 -0.26
S -1.2468 -3.8688 -4.3982 0.56
C -1.7277 -3.9080 -6.0894 -0.12
O 0.1657 -3.6622 -4.2967 -0.27
O -2.1375 -3.0126 -3.6753 -0.28
H -1.6991 -4.3980 -1.4272 0.07
H -1.4478 -5.9998 -0.7234 0.08
H -2.8715 -5.6782 -1.7306 0.09
H 0.0242 -5.6384 -2.7493 0.11
H -1.0847 -6.9928 -2.9455 0.12
H -1.0686 -4.5845 -6.6254 0.08
H -1.6257 -2.8934 -6.4681 0.08
H -2.7627 -4.2333 -6.1502 0.08
C 2.9756 2.3043 4.8646 -0.07
C 1.7020 1.8234 4.2068 -0.24
O 1.1117 2.8177 3.3318 -0.26
S 1.7747 3.0194 1.9047 0.56
C 0.4665 3.9408 1.1745 -0.12
O 1.8813 1.7435 1.2628 -0.28
O 2.9294 3.8551 2.0262 -0.28
H 3.7719 2.4315 4.1315 0.07
H 3.3089 1.5821 5.6072 0.06
H 2.8139 3.2667 5.3516 0.09
H 1.8615 0.9044 3.6418 0.11
H 0.9313 1.6258 4.9486 0.12
H -0.4159 3.3098 1.1159 0.08
H 0.8013 4.2252 0.1792 0.07
H 0.2815 4.8237 1.7800 0.07
C 6.6937 -1.8947 8.1031 -0.07
C 7.7215 -0.7837 8.1410 -0.25
O 7.6367 0.0920 6.9913 -0.26
S 6.4750 1.1745 6.9810 0.57
C 7.0956 2.1708 5.6727 -0.12
O 6.5117 1.9023 8.2126 -0.27
O 5.2575 0.5521 6.5581 -0.28
H 5.6830 -1.5075 8.2208 0.07
H 6.8899 -2.5985 8.9123 0.08
H 6.7410 -2.4271 7.1535 0.08
H 7.6386 -0.1850 9.0488 0.11
H 8.7312 -1.1861 8.0967 0.12
H 8.0412 2.6061 5.9825 0.08
H 6.3553 2.9476 5.4929 0.07
H 7.2155 1.5509 4.7886 0.08


2.
73
Properties=species:S:1:pos:R:3:lowdin_charge:R:1 method="wB97M-V/def2-TZVPD" e_homo_ev=-4.6 max_force_ev_per_a=3.09 multiplicity=1 charge=-1 e_lumo_ev=2.8098 relative_energy_kj_mol=338.0 homo_lumo_gap_ev=7.4
Br 0.8267 2.1782 2.3007 -0.45
C 2.4797 -2.4478 3.1403 -0.10
O 1.0480 -2.4850 3.1488 -0.19
C 0.3864 -1.9047 4.2488 -0.22
C -0.9214 -1.2910 3.7983 -0.19
N -1.0421 -0.8819 2.3935 -0.02
C -2.4697 -0.6865 2.0461 -0.20
C -3.4712 -1.8357 2.0650 -0.25
O -3.0139 -2.9582 1.3606 -0.18
C -4.0815 -3.9674 1.2214 -0.09
H 2.8835 -2.0538 4.0729 0.08
H 2.8192 -1.6726 2.4532 0.07
H 3.0277 -3.3402 2.8381 0.07
H 1.0700 -1.2019 4.7252 0.11
H 0.2291 -2.7296 4.9437 0.11
H -1.0573 -0.4269 4.4487 0.11
H -1.6962 -1.9878 4.1179 0.10
H -0.6937 0.0365 2.1581 -0.04
H -2.3290 -0.1584 1.1030 0.10
H -3.0525 0.0548 2.5927 0.11
H -4.4177 -1.4372 1.6997 0.11
H -3.6848 -2.2396 3.0546 0.10
H -4.3710 -4.3586 2.1967 0.07
H -3.7807 -4.8707 0.6907 0.08
H -4.9782 -3.6232 0.7060 0.07
C 3.7580 4.2840 -3.9879 -0.15
O 2.7518 4.3863 -3.0697 -0.17
C 1.7056 3.5469 -3.3402 -0.25
C 1.2663 2.7786 -2.0400 -0.19
N 0.6858 3.7101 -1.0661 -0.01
C -0.7430 3.7533 -1.3550 -0.25
C -1.2590 5.0971 -1.4000 -0.25
O -0.4290 6.0991 -2.0013 -0.16
C -0.9660 7.3818 -1.6710 -0.13
H 3.3724 4.6147 -4.9524 0.09
H 4.1305 3.2715 -3.8326 0.09
H 4.7234 4.7783 -3.8798 0.08
H 1.8503 2.8399 -4.1571 0.11
H 0.9750 4.2637 -3.7150 0.12
H 2.1782 2.2745 -1.7200 0.11
H 0.6671 1.9193 -2.3409 0.09
H 0.7168 3.3672 -0.1166 -0.02
H -1.2523 3.0794 -0.6660 0.12
H -0.9868 3.3294 -2.3291 0.11
H -1.5280 5.3735 -0.3806 0.12
H -2.1765 5.1382 -1.9871 0.12
H -0.2122 8.1587 -1.5433 0.07
H -1.5244 7.6004 -0.7608 0.08
H -1.4895 7.7173 -2.5663 0.08
C 1.9370 -5.8491 0.8591 -0.08
O 1.4796 -4.5940 0.3280 -0.19
C 2.4819 -3.8310 -0.2840 -0.25
C 1.7766 -2.6390 -0.9189 -0.18
N 1.1826 -1.7997 0.1766 -0.02
C 0.6333 -0.5443 -0.3319 -0.23
C -0.5091 -0.7726 -1.3276 -0.14
O -1.4206 -1.8948 -0.8215 -0.20
C -2.7246 -1.7822 -1.4186 -0.14
H 2.5123 -6.2761 0.0376 0.08
H 1.1643 -6.5224 1.2305 0.08
H 2.5579 -5.5551 1.7054 0.07
H 3.0122 -4.4196 -1.0325 0.11
H 3.1984 -3.4293 0.4325 0.11
H 1.0642 -2.9253 -1.6926 0.11
H 2.5464 -2.0701 -1.4402 0.10
H 1.9222 -1.4470 0.7671 0.07
H 1.3945 -0.0286 -0.9173 0.10
H 0.4091 0.0657 0.5432 0.02
H -0.3097 -1.2985 -2.2613 0.10
H -0.9016 0.2295 -1.4999 0.10
H -2.6954 -1.4828 -2.4663 0.07
H -3.2549 -0.9565 -0.9442 0.07
H -3.3807 -2.6512 -1.3691 0.07


3.
82
Properties=species:S:1:pos:R:3:lowdin_charge:R:1 method="wB97M-V/def2-TZVPD" e_homo_ev=-8.5 max_force_ev_per_a=6.31 multiplicity=1 e_lumo_ev=-1.0557 relative_energy_kj_mol=0.0 homo_lumo_gap_ev=7.5
O 9.7764 2.4876 -4.6678 -0.28
V 11.0402 3.1797 -4.0703 0.85
O 11.6946 2.1804 -3.0099 -0.32
N 12.3760 3.1349 -5.6344 -0.33
S 14.0996 3.2108 -5.5572 0.59
O 14.7984 4.3983 -5.9877 -0.23
O 14.7247 1.9427 -5.7446 -0.23
F 14.1785 3.3854 -3.9554 -0.21
S 12.3213 3.4222 -7.1792 0.47
O 12.9877 2.5133 -8.0806 -0.22
O 12.3985 4.8334 -7.4588 -0.26
F 10.7952 3.0749 -7.3802 -0.16
C 9.4671 -1.0922 -3.4126 -0.04
C 9.3685 -2.2687 -2.4441 -0.52
C 8.9899 -1.7163 -1.0538 -0.13
C 8.5451 -2.7981 -0.0691 -0.18
C 7.3956 -3.6271 -0.6712 -0.13
C 7.8272 -4.2428 -2.0107 -0.51
N 8.2987 -3.1539 -2.8898 -0.08
O 8.6539 -3.7512 -4.1447 -0.03
C 8.8134 -5.4152 -1.7687 -0.02
C 6.5625 -4.8139 -2.6560 -0.05
C 10.7633 -2.9166 -2.3108 -0.02
H 10.1955 -0.3342 -3.1143 0.07
H 8.5223 -0.6110 -3.6712 0.09
H 9.8666 -1.3881 -4.3897 0.09
H 9.8325 -1.1399 -0.6758 0.12
H 8.1130 -1.1043 -1.2931 0.12
H 8.1393 -2.3068 0.8177 0.11
H 9.3538 -3.4735 0.2119 0.10
H 6.5789 -2.9092 -0.7472 0.12
H 7.2636 -4.4582 0.0227 0.12
H 9.2162 -5.6960 -2.7418 0.09
H 9.6357 -5.1084 -1.1270 0.06
H 8.3118 -6.2656 -1.3111 0.08
H 6.1716 -5.7210 -2.1898 0.08
H 5.8054 -4.0513 -2.8352 0.08
H 6.7788 -5.2429 -3.6421 0.08
H 10.9126 -3.5030 -1.4109 0.07
H 11.4675 -2.0761 -2.2768 0.06
H 11.0832 -3.4007 -3.2355 0.09
H 8.0551 -3.2974 -4.7472 0.11
C 9.4338 3.2691 -0.6855 -0.11
O 9.0754 3.5946 -2.0400 -0.15
H 10.3699 2.7193 -0.7569 0.07
H 9.4858 4.1500 -0.0444 0.08
H 8.6780 2.5909 -0.2803 0.08
H 8.2817 4.1358 -1.9808 0.09
C 12.2384 7.4790 -2.8362 -0.04
C 11.4142 6.2435 -3.2184 -0.41
C 10.7183 6.4542 -4.5429 -0.16
O 9.9829 5.2477 -4.7730 -0.27
C 9.0622 5.3005 -5.8664 -0.05
N 12.1844 5.0074 -3.1527 0.04
H 13.0683 7.6464 -3.5270 0.09
H 12.6399 7.3510 -1.8308 0.08
H 11.6399 8.3907 -2.8555 0.08
H 10.6168 6.1854 -2.4724 0.14
H 11.4282 6.6776 -5.3440 0.14
H 9.9922 7.2561 -4.4012 0.14
H 9.5819 5.1527 -6.8130 0.08
H 8.5704 6.2739 -5.8832 0.10
H 8.3291 4.5094 -5.7400 0.10
H 12.5646 4.8563 -2.2231 0.12
H 13.0248 5.0811 -3.7239 0.08
C 13.3148 0.6599 -0.6368 -0.08
C 14.5220 -0.2037 -0.8953 -0.44
C 14.6941 -0.4545 -2.4050 -0.20
O 15.9075 -1.1628 -2.6093 -0.20
C 16.0501 -1.6128 -3.9405 -0.10
N 15.7048 0.4472 -0.3090 0.04
H 13.2357 0.8437 0.4337 0.08
H 12.3874 0.1843 -0.9701 0.06
H 13.3443 1.5704 -1.2388 0.05
H 14.4212 -1.2108 -0.4821 0.14
H 14.8542 0.5185 -2.8881 0.12
H 13.8106 -0.9638 -2.8006 0.12
H 15.5831 -2.6033 -4.0246 0.09
H 17.1016 -1.7535 -4.1830 0.09
H 15.5446 -0.9671 -4.6624 0.08
H 16.5522 -0.0014 -0.6475 0.06
H 15.7556 1.3643 -0.7534 0.07


4.
73
Properties=species:S:1:pos:R:3:lowdin_charge:R:1 method="wB97M-V/def2-TZVPD" e_homo_ev=-3.6 max_force_ev_per_a=11.69 multiplicity=1 charge=-1 e_lumo_ev=2.4352 relative_energy_kj_mol=1361.7 homo_lumo_gap_ev=6.1
I 0.0001 -0.5062 1.5197 0.22
C 0.7381 0.8178 -0.9053 -0.31
O 1.9091 1.6218 -1.1443 -0.31
C 2.1151 2.6918 -0.2543 -0.23
C 3.3921 3.3868 -0.7063 -0.20
N 3.7931 4.5228 0.0977 -0.05
C 4.8071 5.3208 -0.5613 -0.19
C 4.8521 6.6938 0.0417 -0.22
O 6.0051 7.3718 -0.4373 -0.17
C 6.2461 8.6338 0.0987 -0.12
H 0.9551 0.4048 0.1057 -0.30
H 0.4211 0.0288 -1.6183 0.06
H -0.0449 1.5058 -0.9633 0.06
H 2.1211 2.2488 0.7887 0.13
H 1.2361 3.3368 -0.0713 0.12
H 3.1721 3.4768 -1.6783 0.09
H 4.0291 2.4908 -0.5893 0.11
H 4.0721 4.2108 1.0317 0.13
H 4.8851 5.3908 -1.7083 0.16
H 5.6881 4.8308 -0.2203 0.11
H 4.8721 6.5718 0.9317 0.02
H 3.9721 7.2918 -0.1113 0.13
H 5.5731 9.3118 -0.3993 0.09
H 7.1451 8.9518 -0.1873 0.03
H 6.2411 8.6518 1.2387 0.12
C -3.7699 -3.7502 -1.7683 -0.10
O -4.4629 -2.8792 -0.7033 -0.17
C -3.5899 -2.7232 0.3277 -0.29
C -4.2869 -1.7352 1.3787 -0.26
N -3.4679 -1.5742 2.5187 -0.08
C -4.0109 -0.3392 3.3427 -0.12
C -5.0469 -1.1252 4.3137 -0.25
O -5.6409 -0.0702 5.0597 -0.24
C -6.5639 -0.6382 6.0907 -0.09
H -3.0599 -3.1182 -2.2763 0.10
H -4.3589 -4.0042 -2.6463 0.10
H -3.4769 -4.8172 -1.5713 0.13
H -2.6499 -2.3812 -0.1093 0.09
H -3.4679 -3.6822 0.7667 0.11
H -5.2299 -2.1522 1.4257 0.08
H -4.2979 -0.8512 0.6637 0.13
H -2.5239 -1.1182 2.0907 -0.03
H -4.8079 0.3198 2.8607 0.13
H -3.2169 0.0318 3.9787 0.10
H -4.5569 -1.7652 4.9707 0.08
H -5.7519 -1.6552 3.6787 0.10
H -6.9569 0.2038 6.6977 0.07
H -5.9679 -1.1922 6.7657 0.05
H -7.5489 -1.1512 5.5207 0.14
C 3.8641 0.3628 -2.0903 -0.11
O 3.7011 -0.9962 -1.7683 -0.17
C 2.3031 -1.3372 -1.3843 -0.20
C 2.2361 -2.8832 -1.1143 -0.20
N 0.8641 -3.3672 -0.9313 -0.10
C -0.0939 -3.5132 -2.0433 -0.20
C -1.2939 -4.2952 -1.5743 -0.20
O -2.2099 -4.3132 -2.7153 -0.41
C -1.9279 -5.3802 -3.7163 -0.02
H 3.9631 0.9388 -1.2463 0.03
H 2.9671 0.8368 -2.4033 0.09
H 4.7531 0.5028 -2.3423 0.02
H 1.4481 -1.2442 -2.3173 0.16
H 2.0961 -0.7232 -0.4533 0.06
H 2.8771 -2.9882 -0.2493 0.09
H 2.6561 -3.6112 -2.1133 0.18
H 0.4031 -2.8532 -0.3253 -0.05
H 0.5751 -3.9472 -2.9823 0.16
H -0.5419 -2.4122 -2.0793 0.14
H -1.8699 -3.7592 -0.8203 0.07
H -0.8069 -5.2322 -1.2463 0.14
H -0.8719 -5.3002 -4.0653 0.08
H -2.5859 -5.1702 -4.4773 0.05
H -1.9899 -6.4022 -3.2143 0.11


5.
66
Properties=species:S:1:pos:R:3:nbo_charge:R:1 method="wB97M-V/def2-TZVPD" e_homo_ev=-8.0 smiles=CCN(CC)CC.CCN(CC)CC.CCN(CC)CC max_force_ev_per_a=3.79 multiplicity=1 e_lumo_ev=0.8933 relative_energy_kj_mol=687.8 homo_lumo_gap_ev=8.9
C 2.8054 -1.8149 0.6700 -0.61
C 1.6079 -0.9136 1.0337 -0.22
N 1.4207 0.0734 -0.0770 -0.47
C 1.3038 1.4348 0.4211 -0.22
C 2.6812 1.9149 0.8502 -0.62
C 0.3568 -0.2100 -1.0480 -0.22
C -1.0980 -0.4089 -0.4414 -0.66
H 2.4899 -2.6571 0.0542 0.20
H 3.0488 -2.2049 1.6583 0.20
H 3.5293 -1.1325 0.2246 0.23
H 0.7033 -1.4671 1.2856 0.18
H 1.9165 -0.3716 1.9276 0.20
H 1.0939 2.1785 -0.3475 0.19
H 0.4519 1.5125 1.0966 0.18
H 3.3271 1.2193 1.3860 0.21
H 3.2986 2.2300 0.0089 0.22
H 2.4347 2.6557 1.6109 0.21
H 0.6887 -1.2016 -1.3555 0.19
H 0.5063 0.4091 -1.9326 0.20
H -1.8563 -0.5434 -1.2128 0.21
H -1.4495 0.2911 0.3167 0.20
H -1.1191 -1.3233 0.1515 0.22
C -1.9082 -6.3225 -1.7808 -0.62
C -1.6192 -5.5044 -0.5621 -0.23
N -0.8177 -4.3260 -1.0779 -0.43
C 0.5618 -4.8113 -1.1168 -0.24
C 1.5095 -3.8171 -1.8685 -0.61
C -0.7743 -3.1470 -0.1613 -0.27
C -2.1773 -2.5464 -0.0358 -0.60
H -2.2534 -5.7199 -2.6209 0.22
H -2.7611 -6.9934 -1.6780 0.21
H -1.0418 -6.9410 -2.0151 0.20
H -2.5456 -5.2882 -0.0301 0.20
H -1.0175 -6.1003 0.1241 0.17
H 1.0635 -5.1276 -0.2023 0.17
H 0.6371 -5.6243 -1.8390 0.20
H 1.0924 -3.5887 -2.8493 0.22
H 1.7196 -3.0062 -1.1711 0.19
H 2.4709 -4.2656 -2.1189 0.21
H -0.1815 -2.3723 -0.6475 0.23
H -0.4951 -3.3668 0.8692 0.17
H -2.5035 -2.0858 -0.9683 0.21
H -2.1005 -1.7264 0.6783 0.20
H -2.9124 -3.2219 0.4016 0.20
C 1.8127 4.5106 -0.0057 -0.62
C 0.7452 4.7134 1.1066 -0.21
N -0.6002 4.3668 0.6506 -0.45
C -0.8809 3.0057 0.2558 -0.27
C -1.7618 2.8226 -0.9096 -0.63
C -1.5799 4.8337 1.5943 -0.21
C -1.5548 6.3024 1.9780 -0.62
H 1.9659 3.5225 -0.4398 0.20
H 2.7261 4.9979 0.3356 0.21
H 1.4548 5.0806 -0.8630 0.21
H 0.9849 4.0992 1.9745 0.15
H 0.7902 5.7395 1.4715 0.21
H 0.0259 2.4362 0.0522 0.24
H -1.2933 2.5249 1.1429 0.16
H -1.7981 3.6529 -1.6148 0.22
H -1.5641 1.9849 -1.5783 0.21
H -2.8236 2.6966 -0.6980 0.20
H -1.5028 4.3046 2.5442 0.15
H -2.5753 4.7198 1.1650 0.20
H -2.5466 6.5076 2.3809 0.21
H -1.2532 6.8347 1.0759 0.21
H -0.8587 6.5757 2.7709 0.20


6.
73
Properties=species:S:1:pos:R:3:lowdin_charge:R:1 method="wB97M-V/def2-TZVPD" e_homo_ev=-11.8 max_force_ev_per_a=2.95 multiplicity=1 charge=+1 e_lumo_ev=-2.0958 relative_energy_kj_mol=380.7 homo_lumo_gap_ev=9.7
Na 21.3557 1.7495 17.7739 0.61
C 23.0368 5.0236 17.6568 -0.09
O 22.9671 3.9992 18.6033 -0.23
C 23.6078 4.2230 19.8403 -0.19
C 23.8979 2.9398 20.6486 -0.21
N 24.3384 1.8971 19.7818 -0.09
C 24.9052 0.7476 20.4785 -0.17
C 25.6232 -0.2056 19.4255 -0.22
O 26.7971 0.3031 18.8870 -0.16
C 27.4489 -0.6531 18.1404 -0.13
H 22.5251 5.9086 18.0350 0.09
H 22.6003 4.7323 16.7015 0.09
H 24.0867 5.2989 17.5564 0.10
H 22.9721 4.8945 20.4173 0.12
H 24.5017 4.8383 19.7378 0.12
H 23.0364 2.5368 21.1810 0.12
H 24.6573 3.1512 21.4015 0.12
H 25.1661 2.2728 19.3416 0.11
H 24.0725 0.2550 20.9806 0.12
H 25.6262 1.1306 21.2006 0.12
H 24.8672 -0.4008 18.6650 0.12
H 25.7753 -1.1329 19.9777 0.12
H 27.0853 -1.6807 18.1364 0.10
H 28.5278 -0.6183 18.2918 0.09
H 27.4332 -0.3061 17.1073 0.08
C 18.6001 2.9794 20.1135 -0.07
O 19.2393 1.6740 20.0551 -0.22
C 18.6627 0.5797 20.8009 -0.18
C 19.4982 -0.7076 20.4728 -0.21
N 19.5274 -1.0830 19.0398 -0.03
C 20.3849 -2.3514 18.9196 -0.18
C 19.7648 -3.6532 19.4375 -0.24
O 18.5445 -4.0101 18.7779 -0.20
C 17.9783 -5.2540 19.2450 -0.07
H 17.5280 2.8928 19.9369 0.09
H 19.0135 3.5974 19.3165 0.08
H 18.7297 3.5660 21.0230 0.09
H 17.6342 0.3393 20.5317 0.12
H 18.7864 0.7107 21.8759 0.12
H 19.2660 -1.5245 21.1562 0.11
H 20.4908 -0.4372 20.8332 0.11
H 18.6446 -1.5230 18.8223 0.09
H 21.3489 -2.1400 19.3824 0.11
H 20.5993 -2.5570 17.8708 0.11
H 19.6275 -3.5010 20.5081 0.11
H 20.5275 -4.4286 19.3652 0.12
H 18.7483 -6.0254 19.2559 0.08
H 17.1599 -5.5678 18.5972 0.09
H 17.6934 -5.0580 20.2787 0.09
C 23.5719 1.7710 15.1985 -0.10
O 22.4250 0.9983 15.4539 -0.23
C 21.4908 0.9356 14.3262 -0.15
C 20.7791 2.2480 14.0348 -0.21
N 19.7002 2.5669 14.9162 -0.06
C 18.5698 1.8160 14.6449 -0.25
C 17.4069 2.3772 15.4380 -0.20
O 17.0522 3.6755 14.9586 -0.17
C 15.9259 4.0444 15.6334 -0.15
H 23.2916 2.7664 14.8539 0.08
H 24.0655 1.1681 14.4363 0.10
H 24.2566 1.9436 16.0289 0.09
H 20.7582 0.1765 14.6004 0.12
H 21.8675 0.3676 13.4756 0.13
H 20.3654 2.1660 13.0297 0.12
H 21.3648 3.1494 13.8544 0.12
H 19.3652 3.5195 14.8951 0.12
H 18.6509 0.7496 14.8553 0.12
H 18.3177 1.7713 13.5854 0.13
H 17.6534 2.5283 16.4889 0.12
H 16.5934 1.6561 15.3575 0.13
H 15.1047 3.7434 14.9830 0.10
H 15.9113 5.1325 15.5718 0.09
H 15.8578 3.7622 16.6841 0.09